1.
Below is a molecular structure, C48H46BrEuN10O6S4, with properties calculated with ωB97M-V/def2-TZVPD.

Element x y z (Å)
Eu (0.60, 1.29, -0.09)
C (2.16, 4.05, 2.09)
N (0.96, 3.73, 1.31)
C (0.55, 4.75, 0.38)
C (1.21, 4.59, -0.96)
N (1.63, 3.44, -1.36)
C (2.12, 3.64, -2.67)
C (2.60, 2.73, -3.59)
C (2.78, 3.15, -4.86)
C (2.66, 4.52, -5.22)
C (2.27, 5.48, -4.29)
C (1.92, 4.98, -3.04)
N (1.39, 5.56, -1.85)
C (2.60, 2.71, 2.71)
N (2.73, 1.60, 2.02)
C (2.91, 0.64, 2.95)
C (3.04, -0.71, 2.73)
C (3.16, -1.52, 3.80)
C (3.24, -0.99, 5.09)
C (3.11, 0.36, 5.38)
C (2.86, 1.14, 4.27)
N (2.74, 2.53, 4.06)
H (2.97, 4.41, 1.44)
H (2.01, 4.79, 2.86)
H (0.18, 3.58, 1.98)
H (-0.53, 4.81, 0.24)
H (0.78, 5.74, 0.70)
H (2.67, 1.70, -3.25)
H (3.15, 2.42, -5.56)
H (2.85, 4.87, -6.24)
H (2.08, 6.48, -4.70)
H (1.03, 6.49, -1.83)
H (3.12, -1.02, 1.72)
H (3.26, -2.61, 3.59)
H (3.43, -1.72, 5.88)
H (3.21, 0.75, 6.39)
H (2.56, 3.25, 4.73)
C (4.35, -0.79, -3.99)
N (3.45, -1.72, -3.28)
C (3.17, -2.96, -3.79)
C (2.55, -3.67, -2.77)
N (2.54, -2.79, -1.66)
C (3.17, -1.60, -2.00)
S (3.77, -0.44, -0.92)
C (1.95, -3.15, -0.43)
C (2.16, -4.45, 0.06)
C (1.55, -4.87, 1.25)
C (0.79, -3.87, 1.93)
C (0.61, -2.58, 1.40)
N (1.20, -2.25, 0.22)
H (5.36, -1.10, -3.76)
H (4.22, 0.23, -3.60)
H (4.14, -0.80, -5.02)
H (3.39, -3.22, -4.84)
H (2.17, -4.66, -2.81)
H (2.80, -5.12, -0.45)
H (1.66, -5.87, 1.66)
H (0.37, -4.03, 2.96)
H (-0.09, -1.88, 1.85)
O (-0.61, 0.04, 2.22)
S (-1.07, 0.87, 3.39)
C (-2.92, 1.03, 3.37)
C (-3.68, -0.33, 3.28)
C (-3.61, -0.95, 1.88)
C (-4.41, -0.16, 0.80)
S (-3.92, -0.74, -0.83)
O (-2.41, -0.57, -0.86)
C (-4.27, -2.46, -0.49)
C (-3.21, -3.31, -0.29)
C (-3.48, -4.66, -0.02)
C (-4.75, -5.18, -0.04)
C (-5.81, -4.30, -0.33)
C (-5.59, -2.95, -0.55)
C (-0.96, -0.14, 4.84)
C (-0.87, -1.55, 4.81)
C (-1.25, -2.31, 5.93)
C (-1.47, -1.68, 7.13)
C (-1.46, -0.31, 7.20)
C (-1.29, 0.46, 6.05)
H (-3.04, 1.74, 2.57)
H (-3.15, 1.49, 4.37)
H (-4.71, -0.31, 3.64)
H (-3.24, -1.05, 3.96)
H (-3.99, -1.98, 1.97)
H (-2.60, -0.95, 1.59)
H (-4.20, 0.91, 0.81)
H (-5.47, -0.47, 0.89)
H (-2.24, -2.88, -0.18)
H (-2.61, -5.24, 0.18)
H (-4.89, -6.26, 0.10)
H (-6.81, -4.71, -0.40)
H (-6.42, -2.30, -0.77)
H (-0.58, -2.03, 3.86)
H (-1.22, -3.35, 5.90)
H (-1.66, -2.23, 8.02)
H (-1.61, 0.21, 8.17)
H (-1.36, 1.56, 6.07)
O (-0.20, -2.04, -2.74)
N (-0.29, -1.31, -1.93)
Br (-2.15, 2.70, 0.56)
O (1.68, 0.51, -6.85)
S (0.64, -0.10, -6.11)
O (0.16, -1.37, -6.54)
N (1.17, -0.21, -4.54)
C (0.34, 0.46, -3.78)
O (0.46, 0.41, -2.50)
C (-0.86, 1.11, -4.40)
C (-1.89, 1.83, -3.84)
C (-2.91, 2.27, -4.63)
C (-2.88, 2.06, -6.01)
C (-1.76, 1.40, -6.64)
C (-0.77, 0.91, -5.83)
H (-1.95, 2.00, -2.77)
H (-3.77, 2.76, -4.13)
H (-3.67, 2.48, -6.65)
H (-1.75, 1.18, -7.71)

Output
total charge = +1
2S+1 = 8
frontier orbital gap (alpha / beta) = 5.8 / 6.0 eV

2.
Below is 2 unconnected molecules or ions with the total composition C2H4O2S, with properties calculated with ωB97M-V/def2-TZVPD.

Element x y z (Å)
C (-1.61, -0.98, -1.33)
C (1.38, 1.01, 1.65)
O (-2.26, -0.40, -0.50)
O (0.58, -0.76, 0.10)
S (0.19, 0.55, 0.62)
H (-1.09, -1.87, -1.29)
H (-1.34, -0.44, -2.25)
H (2.18, 0.45, 1.84)
H (1.42, 2.04, 1.96)

Output
2S+1 = 1
relative energy (zero: lowest compared OMol25 entry of this formula, charge and spin) = 74.1 kcal/mol
frontier orbital gap = 9.4 eV

3.
Below is 2 unconnected molecules or ions with the total composition C10H10N3O, with properties calculated with ωB97M-V/def2-TZVPD.

Element x y z (Å)
C (0.92, 1.54, -0.74)
C (0.00, 2.25, -0.02)
C (0.56, -0.81, 2.38)
C (-0.38, -1.56, 2.26)
C (0.05, -2.40, -1.60)
C (0.79, 0.16, -0.91)
C (-1.12, 1.54, 0.54)
C (1.77, -0.62, -1.67)
C (1.50, -2.12, -1.52)
C (-2.18, 2.20, 1.32)
N (-0.80, -1.63, -0.99)
N (-0.42, -0.39, -0.54)
N (-1.27, 0.23, 0.17)
O (2.54, -0.10, -2.43)
H (1.87, 2.02, -1.12)
H (0.10, 3.30, -0.01)
H (1.17, -0.03, 2.38)
H (-1.24, -2.13, 2.15)
H (-0.27, -3.33, -1.75)
H (1.74, -2.33, -0.38)
H (2.02, -2.63, -2.36)
H (-3.25, 1.72, 1.25)
H (-2.24, 3.22, 1.21)
H (-1.85, 1.90, 2.37)

Output
total charge = +1
2S+1 = 1
relative energy (zero: lowest compared OMol25 entry of this formula, charge and spin) = 106.0 kcal/mol
frontier orbital gap = 8.5 eV

4.
Below is a molecular structure, C13H32O11V2, with properties calculated with ωB97M-V/def2-TZVPD.

Element x y z (Å)
O (24.35, 3.03, -0.12)
V (25.64, 2.68, -1.14)
O (25.54, 1.13, -1.36)
O (30.37, 2.48, -4.26)
V (28.78, 2.53, -4.24)
O (28.33, 1.79, -5.59)
C (27.63, 4.03, -2.32)
O (26.72, 4.59, -1.67)
O (27.67, 2.79, -2.24)
O (28.22, 4.43, -3.37)
C (24.32, 7.05, -5.13)
C (25.38, 6.75, -4.07)
C (26.03, 8.09, -3.37)
O (24.73, 6.08, -3.00)
H (23.96, 6.18, -5.68)
H (24.56, 7.86, -5.83)
H (23.45, 7.53, -4.70)
H (26.11, 6.04, -4.45)
H (25.60, 8.35, -2.40)
H (25.94, 8.96, -4.02)
H (27.08, 7.80, -3.25)
H (25.39, 5.97, -2.31)
C (30.30, -0.87, -4.51)
C (28.98, -0.98, -3.79)
C (29.13, -1.79, -2.50)
O (28.65, 0.30, -3.36)
H (30.36, -1.87, -4.95)
H (31.18, -0.63, -3.92)
H (30.16, -0.13, -5.30)
H (28.26, -1.44, -4.47)
H (29.10, -2.88, -2.49)
H (28.32, -1.53, -1.82)
H (30.06, -1.54, -1.99)
H (27.99, 0.21, -2.67)
C (30.85, 5.29, -6.58)
C (29.44, 5.02, -7.10)
C (29.42, 4.03, -8.26)
O (28.69, 4.46, -6.08)
H (31.44, 5.80, -7.35)
H (31.34, 4.38, -6.23)
H (30.76, 5.89, -5.68)
H (29.16, 6.00, -7.49)
H (30.22, 4.25, -8.96)
H (28.56, 3.95, -8.92)
H (29.73, 3.12, -7.76)
H (28.47, 5.12, -5.42)
C (29.41, 7.39, 1.60)
C (28.61, 7.29, 0.28)
C (29.59, 7.03, -0.93)
O (27.86, 6.19, 0.47)
H (30.04, 6.52, 1.78)
H (28.73, 7.56, 2.43)
H (30.00, 8.30, 1.47)
H (27.96, 8.15, 0.13)
H (30.59, 6.64, -0.74)
H (29.87, 7.80, -1.66)
H (29.07, 6.28, -1.53)
H (27.64, 5.71, -0.33)

Output
2S+1 = 1
relative energy (zero: lowest compared OMol25 entry of this formula, charge and spin) = 18.6 kcal/mol
frontier orbital gap = 6.7 eV

5.
Below is a molecular structure, C9H25IP2Sr, with properties calculated with ωB97M-V/def2-TZVPD.

Element x y z (Å)
C (0.96, -1.29, -5.83)
C (0.94, 0.21, -6.14)
H (1.99, -1.66, -5.81)
H (0.43, -1.85, -6.60)
H (0.50, -1.52, -4.86)
H (1.29, 0.80, -5.29)
H (1.59, 0.43, -6.99)
H (-0.07, 0.55, -6.39)
Sr (0.40, -0.44, -0.58)
C (-0.66, 1.27, -2.15)
H (0.09, 1.99, -2.51)
H (-1.56, 1.80, -1.80)
H (-0.92, 0.55, -2.95)
I (0.03, -3.05, -2.11)
C (-1.11, -1.96, 1.50)
P (-2.30, -0.53, 1.28)
C (-3.00, -0.67, 2.99)
C (-1.39, 1.10, 1.53)
C (-0.22, 1.30, 2.52)
P (1.49, 0.84, 1.94)
C (2.55, 1.92, 2.97)
C (1.70, -0.68, 2.96)
H (-0.69, -1.97, 2.52)
H (-0.32, -2.21, 0.76)
H (-1.82, -2.80, 1.40)
H (-2.22, -0.74, 3.75)
H (-3.64, 0.20, 3.19)
H (-3.64, -1.56, 3.02)
H (-1.19, 1.53, 0.53)
H (-2.22, 1.71, 1.93)
H (-0.14, 2.39, 2.69)
H (-0.42, 0.84, 3.50)
H (2.30, 1.81, 4.03)
H (3.60, 1.62, 2.84)
H (2.44, 2.97, 2.67)
H (1.81, -0.39, 4.01)
H (0.83, -1.33, 2.88)
H (2.59, -1.21, 2.59)

Output
2S+1 = 1
relative energy (zero: lowest compared OMol25 entry of this formula, charge and spin) = 6.5 kcal/mol
frontier orbital gap = 6.8 eV

6.
Below is 2 unconnected molecules or ions with the total composition C7H15N4, with properties calculated with ωB97M-V/def2-TZVPD.

Element x y z (Å)
C (0.04, 0.93, -1.43)
C (-0.40, -0.39, -1.45)
C (-0.19, 0.59, 1.76)
C (1.25, 0.95, -0.73)
C (-1.62, -0.97, -2.04)
C (2.14, 2.07, -0.39)
C (0.55, -2.55, -0.63)
N (1.52, -0.33, -0.43)
N (0.52, -1.13, -0.81)
N (-1.21, 1.43, 1.61)
N (-0.29, -0.16, 2.86)
H (-0.46, 1.78, -1.85)
H (-1.37, -1.66, -2.85)
H (-2.26, -0.18, -2.44)
H (-2.18, -1.52, -1.29)
H (3.05, 1.71, 0.08)
H (1.64, 2.73, 0.31)
H (2.39, 2.65, -1.27)
H (1.23, -2.79, 0.19)
H (-0.44, -2.91, -0.38)
H (0.89, -3.05, -1.53)
H (2.27, -0.65, 0.17)
H (-1.24, 2.06, 0.83)
H (-1.96, 1.52, 2.29)
H (0.44, -0.78, 3.13)
H (-1.05, -0.05, 3.54)

Output
total charge = +1
2S+1 = 1
relative energy (zero: lowest compared OMol25 entry of this formula, charge and spin) = 13.5 kcal/mol
frontier orbital gap = 9.3 eV

7.
Below is 3 unconnected molecules or ions with the total composition C5H13NO, with properties calculated with ωB97M-V/def2-TZVPD.

Element x y z (Å)
C (0.81, -0.53, -1.39)
C (-0.23, 0.41, 1.70)
C (1.88, -1.13, -0.55)
C (-0.48, 0.98, 0.33)
C (-0.19, 2.27, 0.08)
H (0.12, -1.22, -1.85)
H (1.08, 0.37, -1.92)
H (0.12, -0.63, 1.68)
H (-1.17, 0.39, 2.27)
H (0.49, 0.99, 2.28)
H (2.68, -1.55, -1.17)
H (1.49, -1.94, 0.08)
H (2.35, -0.39, 0.10)
H (0.30, 2.90, 0.81)
H (-0.38, 2.71, -0.89)
N (-2.32, -0.36, -0.12)
O (-1.65, -1.58, -0.26)
H (-1.61, -1.90, 0.65)
H (-2.62, -0.15, -1.08)
H (-0.67, 0.35, -0.77)

Output
2S+1 = 1
relative energy (zero: lowest compared OMol25 entry of this formula, charge and spin) = 180.4 kcal/mol
frontier orbital gap (alpha / beta) = 8.8 / 7.8 eV

8.
Below is a single C11H16NOP molecule, with properties calculated with ωB97M-V/def2-TZVPD.

Element x y z (Å)
C (3.90, -1.34, 0.58)
C (4.14, -0.03, 1.10)
C (2.88, -1.49, -0.32)
C (3.31, 1.11, 0.80)
C (1.91, -0.49, -0.43)
C (2.23, 0.79, 0.04)
C (-0.29, 0.51, -0.83)
C (-2.26, -0.95, -0.60)
C (-2.02, 1.20, 0.65)
C (-0.49, -0.64, 1.33)
C (-1.26, -0.05, 0.18)
N (0.82, -0.59, -1.21)
O (0.98, 3.05, -1.31)
P (0.82, 1.91, -0.39)
H (4.46, -2.17, 0.78)
H (4.93, -0.03, 1.74)
H (2.56, -2.50, -0.82)
H (3.57, 2.02, 1.21)
H (-0.88, 0.85, -1.63)
H (-3.09, -1.34, 0.04)
H (-1.85, -1.77, -1.18)
H (-2.72, -0.33, -1.32)
H (-3.01, 1.01, 1.21)
H (-1.26, 1.73, 1.41)
H (-2.25, 1.89, -0.22)
H (-1.12, -0.55, 2.29)
H (0.32, -0.06, 1.62)
H (-0.03, -1.69, 1.37)
H (0.38, -1.44, -1.32)
H (0.56, 2.32, 0.86)

Output
2S+1 = 1
SMILES string = CC(C)(C)[C@@H]1Nc2ccccc2[P@H]1=O
relative energy (zero: lowest compared OMol25 entry of this formula, charge and spin) = 32.8 kcal/mol
frontier orbital gap = 8.7 eV